This record from the OMol25 dataset describes C5H8O2 in the gas phase. The level of theory is the ωB97M-V functional and the def2-TZVPD basis.

Calculated values
- Structure (SMILES): CC(=O)CCC=O
- Relative energy (zero: lowest compared OMol25 entry of this formula, charge and spin): 0.6788 eV
- Maximum force: 0.6 eV/A

XYZ file:
```
15
Properties=species:S:1:pos:R:3:forces:R:3:nbo_charge:R:1
C 1.351451 1.755842 0.640855 0.041 0.061 -0.036 -0.723
C 0.836723 0.337057 0.546028 0.222 -0.207 0.023 0.602
O 1.603617 -0.604082 0.514857 -0.256 0.389 -0.006 -0.548
C -0.670294 0.108487 0.506002 -0.040 -0.005 0.070 -0.512
C -1.110205 -0.615949 -0.776802 -0.014 0.001 -0.035 -0.510
C -0.561600 -2.029258 -0.948029 -0.141 -0.150 -0.177 0.433
O -0.952371 -2.760252 -1.828119 0.195 0.341 0.404 -0.520
H 1.375218 2.051030 1.697794 -0.066 -0.056 -0.132 0.244
H 2.371136 1.804245 0.253184 -0.138 -0.032 0.076 0.242
H 0.709179 2.467060 0.113419 0.063 -0.119 0.059 0.222
H -0.939925 -0.495193 1.382186 0.100 0.041 -0.119 0.235
H -1.205200 1.059417 0.600973 0.089 -0.148 -0.057 0.219
H -2.204068 -0.690443 -0.811625 0.175 0.004 -0.003 0.241
H -0.820775 -0.040162 -1.666766 -0.004 -0.116 0.127 0.234
H 0.217113 -2.347800 -0.223957 -0.227 -0.006 -0.194 0.140
```
Positions in Å, forces in eV/Å.